Molecular formula: C2H3NO2
Method: DFT, wB97M-V/def2-TZVPD

```
8
Properties=species:S:1:pos:R:3:forces:R:3:lowdin_charge:R:1
O 0.947067 0.869798 -0.369607 -0.228 0.048 -0.213 0.008
O -0.683420 -0.711941 -0.475458 0.191 -0.597 -0.579 0.042
N -2.631999 0.646517 -0.004935 -0.900 0.597 0.195 0.173
C 0.546213 -0.371678 0.116367 0.982 -0.101 0.764 -0.253
C -1.693977 0.030468 -0.218618 0.331 -0.074 0.086 -0.360
H 1.842767 1.071060 -0.082572 0.000 -0.059 0.061 0.105
H 1.232284 -1.178029 -0.182236 -0.266 0.199 0.037 0.141
H 0.441065 -0.356195 1.217058 -0.109 -0.014 -0.352 0.144
```
Forces are in eV/Å.

E_tot   -7706.07276 eV
2S+1   1
Strongest force on any atom   0.02427 Eh/bohr
Energy above the lowest of the compared OMol25 structures with the same formula, charge and spin   40.8 kcal/mol
Structure (SMILES)   N#COCO
E_LUMO   0.01552 Ha
HOMO   -0.4076 hartree

***

Molecular formula: C2H3NO2
Method: DFT, wB97M-V/def2-TZVPD

```
8
Properties=species:S:1:pos:R:3:forces:R:3:lowdin_charge:R:1
O 0.590279 -0.715113 -0.042094 0.066 -0.017 0.077 0.000
O 1.199143 1.473392 -0.131290 0.082 -0.562 0.085 0.092
N -1.437430 -0.018652 0.742272 0.168 -0.187 -0.423 0.159
C -0.753363 -0.430198 -0.222427 -0.294 0.170 0.143 -0.271
C 1.454904 0.323384 0.072308 0.016 0.461 -0.012 -0.328
H 2.433256 -0.076361 0.369716 -0.063 0.073 -0.076 0.146
H -1.080509 -0.656520 -1.240688 0.000 0.042 0.164 0.136
H -2.406279 0.100065 0.452202 0.026 0.021 0.042 0.065
```
Forces are in eV/Å.

E_tot   -7706.97118 eV
2S+1   1
Strongest force on any atom   0.01117 Eh/bohr
Energy above the lowest of the compared OMol25 structures with the same formula, charge and spin   20.1 kcal/mol
Structure (SMILES)   [H]/N=C/OC=O
E_LUMO   0.03234 Ha
HOMO   -0.4017 hartree